{"formula": "C19H15ClN2O4", "method": "ωB97M-V/def2-TZVPD", "symbols": ["O", "C", "O", "C", "C", "O", "C", "C", "C", "C", "C", "C", "H", "H", "Cl", "H", "H", "H", "H", "C", "H", "H", "C", "C", "N", "C", "C", "C", "C", "C", "C", "N", "C", "O", "H", "H", "H", "H", "H", "H", "H"], "xyz": [[0.411602, 4.025028, 0.797524], [-0.046223, 3.141122, 0.121038], [-0.490893, 1.981794, 0.627752], [-0.419494, 1.785756, 2.032343], [0.193518, 0.427051, 2.350057], [-0.298153, -0.289501, 3.190260], [1.381060, 0.030308, 1.563848], [1.643559, -1.335756, 1.437754], [2.710769, -1.783444, 0.686988], [3.537086, -0.857567, 0.061337], [3.312926, 0.504261, 0.204969], [2.240556, 0.945113, 0.955321], [2.100087, 2.006878, 1.081436], [3.970848, 1.211733, -0.273445], [4.859174, -1.409673, -0.893821], [2.911810, -2.839026, 0.585864], [0.982896, -2.032996, 1.931269], [0.178378, 2.589652, 2.484375], [-1.432357, 1.819545, 2.446232], [-0.123760, 3.167571, -1.382358], [0.843921, 2.803220, -1.743521], [-0.234567, 4.205045, -1.699233], [-1.228191, 2.296927, -1.988492], [-1.133469, 0.860239, -1.575006], [-2.182696, 0.294055, -1.097777], [-2.135322, -1.002614, -0.673836], [-3.271911, -1.591523, -0.110041], [-3.222449, -2.890217, 0.339964], [-2.045013, -3.629074, 0.233474], [-0.913593, -3.073206, -0.322715], [-0.949166, -1.756963, -0.777894], [0.140003, -1.143222, -1.340273], [0.159942, 0.165361, -1.749588], [1.175287, 0.655284, -2.215624], [1.006741, -1.663079, -1.432092], [0.000922, -3.641888, -0.409828], [-2.018957, -4.647155, 0.591214], [-4.097253, -3.343535, 0.779842], [-4.169521, -0.999070, -0.037266], [-1.133116, 2.350270, -3.076397], [-2.214964, 2.663297, -1.703661]], "atomic_forces_ev_per_a": [[0.0, 0.0, 0.0], [0.2, 0.6, -0.2], [-0.1, -0.3, 0.1], [-0.1, 0.2, 0.6], [-0.3, 0.3, -0.1], [0.0, 0.1, 0.0], [0.5, -0.5, -0.1], [-0.1, 0.3, 0.1], [0.1, 0.0, 0.0], [-0.3, 0.2, 0.2], [0.2, -0.1, 0.0], [-0.1, -0.2, 0.1], [-0.1, 0.2, 0.0], [0.1, 0.0, -0.1], [0.2, -0.1, -0.1], [0.0, -0.1, 0.0], [0.0, -0.1, 0.0], [-0.1, -0.2, 0.0], [0.2, 0.0, -0.1], [0.0, 0.0, -0.1], [-0.1, 0.1, 0.1], [0.0, 0.0, 0.1], [0.3, 0.0, 0.0], [-0.6, 0.0, -0.1], [0.1, 0.7, -0.3], [0.4, -0.9, 0.2], [0.3, -0.1, -0.1], [-0.1, 0.0, 0.1], [0.0, 0.0, 0.0], [0.0, 0.0, 0.0], [-0.7, 0.1, 0.2], [0.1, 0.1, -0.2], [0.3, -0.6, 0.0], [-0.1, 0.2, -0.2], [-0.1, 0.2, 0.0], [0.1, -0.1, 0.0], [0.0, -0.1, 0.0], [-0.1, 0.0, 0.0], [-0.1, 0.1, 0.0], [0.0, 0.0, 0.0], [0.0, -0.1, -0.1]], "lowdin_charge": [0.11, -0.48, -0.01, -0.06, -0.31, 0.12, -0.14, -0.02, -0.11, -0.67, -0.08, 0.00, 0.12, 0.11, 0.70, 0.11, 0.12, 0.14, 0.15, -0.07, 0.12, 0.13, -0.10, -0.20, 0.19, -0.21, -0.01, -0.08, -0.08, -0.03, -0.18, 0.19, -0.39, 0.07, 0.16, 0.11, 0.11, 0.10, 0.11, 0.13, 0.13], "homo_lumo_gap_ha": 0.314, "molar_mass_g_mol": 370.792, "e_tot_ev": -43640.429, "e_homo_ev": -8.70, "smiles": "O=C(CCc1nc2ccccc2[nH]c1=O)OCC(=O)c1ccc(Cl)cc1", "multiplicity": 1, "e_above_lowest_kj_mol": 111.2}